Entry from OMol25: a 2-piece molecular cluster, C4H11N3O overall at a distorted geometry (ωB97M-V with the def2-TZVPD basis set).

```
19
Properties=species:S:1:pos:R:3:forces:R:3
C 0.120 0.421 1.791 0.290 -0.349 0.885
C 0.660 -0.770 2.065 -0.201 0.694 0.352
N -1.245 0.694 1.738 -0.913 -0.007 -0.289
H -1.882 -0.066 1.935 0.348 -0.256 0.038
H -1.602 1.508 2.218 0.487 0.224 -0.170
H 0.746 1.279 1.584 0.036 0.038 -0.080
H -0.646 0.022 -0.287 0.237 -0.212 -1.245
H 0.709 -1.846 -0.161 -0.252 -0.103 -1.022
H 1.727 -0.878 2.141 0.198 -0.046 -0.278
H 0.056 -1.601 2.389 -0.163 -0.209 -0.114
C 0.403 0.595 -1.948 0.006 0.091 0.437
N 0.055 1.898 -1.663 -0.021 0.273 0.044
C 0.184 -1.683 -1.143 0.428 -0.408 0.886
N -0.277 -0.325 -1.192 -0.616 0.583 0.941
O 1.260 0.317 -2.759 0.129 -0.093 -0.385
H -0.819 2.078 -1.199 -0.031 -0.011 -0.073
H 0.359 2.582 -2.336 -0.018 -0.083 0.034
H 0.854 -1.855 -1.983 0.014 -0.070 0.117
H -0.661 -2.371 -1.190 0.042 -0.058 -0.076
```
Forces are in eV/Å.

Computed properties:
Energy relative to the best compared isomer or geometry (same formula, charge and spin) (kcal per mole): 20.3
HOMO-LUMO gap (eV): 9.80
F_max (eV/A): 1.29
SMILES: CNC(N)=O.C=CN
Calculated total energy (Ha): -398.52189

=====

Entry from OMol25: a 20-piece molecular cluster, C40H120O34 overall at a distorted geometry (ωB97M-V with the def2-TZVPD basis set).

```
194
Properties=species:S:1:pos:R:3:forces:R:3
C -3.443 -2.480 0.770 0.055 0.516 0.422
C -3.638 -2.534 -0.743 1.360 0.004 0.534
O -3.209 -1.375 -1.424 0.230 0.552 -0.057
O -2.070 -2.089 1.123 -1.076 -0.785 -0.387
H -3.784 -3.455 1.164 0.745 0.188 0.056
H -4.145 -1.755 1.214 0.370 0.105 -0.146
H -4.689 -2.625 -0.947 -0.505 -0.322 -0.110
H -3.066 -3.403 -1.098 -0.326 -0.056 -0.179
H -2.248 -1.187 -1.286 -0.504 -0.041 0.141
H -1.649 -2.690 1.809 -0.543 0.102 -0.494
C -3.466 1.395 4.263 -2.162 0.245 0.619
C -4.326 1.041 3.050 -0.983 -1.610 1.182
O -5.647 1.559 3.067 -0.142 0.319 0.250
O -2.264 0.729 4.280 1.796 -1.019 -1.876
H -4.006 1.139 5.202 0.137 0.133 -0.493
H -3.278 2.453 4.273 -0.187 0.705 -0.024
H -4.364 -0.066 2.924 0.211 0.484 0.195
H -3.903 1.437 2.187 0.990 0.721 -1.539
H -6.232 1.029 3.621 0.298 0.013 0.003
H -1.918 0.745 3.322 0.012 -0.150 1.410
C 1.077 2.115 4.231 0.149 1.302 -0.868
C 0.664 3.532 3.881 -1.520 -0.316 0.308
O 0.069 3.581 2.586 0.367 0.266 -0.344
O 2.245 1.843 3.449 -0.361 -0.842 0.495
H 0.264 1.476 3.884 -0.079 -0.200 0.297
H 1.203 2.069 5.318 0.376 -0.396 -0.107
H 1.438 4.280 3.957 0.603 0.017 0.102
H -0.122 3.804 4.611 0.200 0.050 -0.301
H 0.760 3.759 1.900 -0.275 -0.287 0.664
H 2.341 0.868 3.458 0.442 0.123 0.168
C -1.498 0.776 7.576 -0.129 0.442 0.223
C -0.072 0.244 7.627 0.376 -0.237 -1.431
O 0.173 -0.437 6.346 0.182 0.233 1.706
O -1.616 1.936 6.740 0.270 -0.161 -0.193
H -1.781 1.126 8.596 -0.256 -0.625 -0.679
H -2.138 -0.006 7.098 0.229 0.290 1.079
H 0.168 -0.430 8.444 -0.515 -0.465 -0.021
H 0.668 1.040 7.739 -0.223 0.377 -0.103
H -0.235 0.181 5.749 -0.161 0.231 -1.004
H -1.909 1.659 5.850 0.421 -0.014 0.491
C -1.238 -3.213 5.334 -0.081 1.586 -0.911
C -0.684 -2.696 4.025 0.282 0.949 0.523
O -0.990 -3.538 2.962 -0.605 -0.903 -0.847
O -0.469 -4.311 5.694 -0.250 -1.864 0.992
H -2.293 -3.454 5.197 -0.035 -0.174 0.010
H -1.143 -2.442 6.085 -0.030 0.303 0.229
H 0.409 -2.620 4.039 -0.151 0.385 0.524
H -1.104 -1.725 3.794 -0.103 0.415 0.117
H -0.250 -4.156 2.894 0.265 -0.349 -0.140
H -1.092 -5.020 5.900 0.549 -0.071 0.073
C 2.386 3.649 -0.539 -0.006 0.369 -0.159
C 3.476 2.807 -0.057 1.676 -0.957 0.430
O 3.050 1.666 0.680 -0.397 -0.128 -0.730
O 1.728 4.211 0.560 -1.224 0.855 0.570
H 1.737 3.022 -1.104 -0.867 -0.232 -0.753
H 2.825 4.429 -1.152 -0.045 0.210 -0.395
H 4.182 3.388 0.535 0.018 -0.013 0.101
H 4.015 2.373 -0.895 0.122 0.187 -0.295
H 2.549 1.961 1.435 -0.330 0.300 0.868
H 0.893 4.638 0.252 0.659 -0.316 -0.274
C 5.766 2.365 3.041 0.601 -0.030 -0.072
C 5.708 0.867 2.782 0.157 0.094 1.846
O 5.375 0.592 1.468 0.814 -1.070 -0.043
O 4.605 3.091 2.702 0.820 0.374 -0.393
H 6.529 2.770 2.372 0.175 0.107 0.275
H 6.049 2.504 4.097 0.068 0.214 -0.188
H 5.095 0.409 3.615 -0.227 0.118 -1.231
H 6.693 0.430 3.003 0.064 0.289 -0.310
H 4.462 0.816 1.336 -1.040 0.505 -0.353
H 3.875 2.835 3.244 -0.892 -0.527 0.680
C -0.485 -5.951 -1.235 0.855 -0.182 -0.353
C -0.400 -4.789 -0.269 -1.771 0.291 -0.945
O -0.505 -3.572 -1.041 -0.643 0.143 0.525
O -1.748 -6.298 -1.684 -1.409 0.324 -0.315
H -0.134 -6.790 -0.634 0.267 -0.330 -0.294
H 0.173 -5.786 -2.140 -0.235 -0.060 1.271
H 0.564 -4.832 0.115 1.931 0.030 1.086
H -1.137 -4.904 0.585 0.490 0.408 -1.124
H -0.795 -2.818 -0.502 0.055 -0.184 0.259
H -2.053 -5.591 -2.293 0.263 -0.290 0.416
C 2.634 -4.961 3.674 -0.921 1.068 1.470
C 3.201 -4.489 2.371 0.307 -0.736 -1.268
O 3.348 -3.072 2.372 -0.270 -0.053 0.334
O 1.197 -4.864 3.755 0.738 -0.312 -1.107
H 3.052 -4.246 4.399 -0.007 -0.166 0.071
H 2.935 -5.939 4.039 0.219 -0.333 -0.630
H 2.583 -4.767 1.465 0.605 -0.066 1.044
H 4.213 -4.965 2.294 -0.707 0.350 -0.210
H 3.250 -2.767 1.459 0.134 0.009 -0.473
H 0.865 -4.735 4.656 0.135 -0.034 0.156
C -1.642 5.140 -3.279 0.388 1.091 -0.930
C -0.342 4.960 -2.550 0.411 -1.354 0.636
O -0.527 4.677 -1.152 1.345 1.024 -0.357
O -2.467 3.987 -3.347 0.033 0.302 1.239
H -1.340 5.382 -4.316 -0.445 0.077 0.318
H -2.170 6.007 -2.830 0.001 -0.470 -0.344
H 0.288 5.849 -2.620 -0.226 0.033 -0.008
H 0.227 4.121 -3.021 -0.272 0.398 0.226
H -1.278 4.112 -1.012 -0.977 -0.633 0.017
H -2.857 3.952 -2.440 0.166 -0.212 -0.785
C 2.873 -0.837 -2.217 -0.216 -0.012 -1.001
C 3.109 -1.073 -0.766 0.920 -0.711 -0.086
O 3.203 -2.497 -0.449 0.222 1.469 0.566
O 1.459 -0.903 -2.486 0.149 -0.247 -0.901
H 3.504 -1.505 -2.825 -0.650 -0.428 0.085
H 3.210 0.126 -2.547 0.221 0.942 0.273
H 2.326 -0.583 -0.215 -0.328 0.012 0.465
H 4.061 -0.578 -0.504 -0.295 -0.531 0.146
H 2.692 -2.984 -1.096 -0.392 -0.433 -0.595
H 1.237 -0.610 -3.400 0.666 -0.259 0.462
C 1.023 -0.831 -6.562 -0.362 1.377 -0.359
C 1.964 -1.154 -7.731 -0.938 1.278 0.035
O 2.968 -1.980 -7.278 1.472 -0.444 0.214
O 1.829 -0.212 -5.532 -0.203 -1.604 0.310
H 0.521 -1.695 -6.127 0.110 -0.061 -0.069
H 0.274 -0.055 -6.874 0.308 -0.856 0.122
H 2.265 -0.130 -8.072 0.485 -0.701 0.098
H 1.566 -1.638 -8.628 -0.577 -0.019 0.379
H 3.455 -1.527 -6.573 -0.287 -0.083 -0.116
H 1.838 0.728 -5.693 -0.128 1.053 -0.352
C -3.813 -2.899 -4.091 -1.370 1.265 -2.991
C -2.346 -3.058 -4.020 0.506 -2.317 1.039
O -2.105 -4.476 -3.688 0.719 0.895 0.719
O -4.154 -1.501 -4.255 0.446 -0.020 1.712
H -4.356 -3.337 -3.303 -0.238 -0.448 1.461
H -4.238 -3.442 -5.002 0.698 0.783 0.830
H -1.935 -2.600 -3.122 0.015 0.398 -0.245
H -1.815 -2.734 -4.910 -0.013 -0.055 -0.136
H -2.278 -5.169 -4.312 -0.360 0.153 -1.176
H -3.959 -1.086 -3.354 -0.285 -0.748 -1.468
C -0.117 0.782 0.893 0.642 0.541 2.208
C -0.398 0.861 -0.524 0.237 1.002 -1.672
O -0.627 -0.424 -1.048 -0.097 -0.634 -0.469
O -1.299 0.496 1.654 0.331 -0.395 -0.106
H 0.295 1.721 1.315 -0.283 -0.538 -0.410
H 0.652 0.007 0.970 -0.040 -0.149 0.665
H 0.498 1.369 -0.995 -1.073 -0.528 0.041
H -1.322 1.428 -0.658 0.190 0.345 -0.338
H 0.168 -0.720 -1.553 -0.131 0.192 0.192
H -1.562 -0.413 1.394 -0.328 -0.029 0.131
C 2.994 -4.764 -4.368 -0.837 -0.726 0.851
C 1.716 -4.003 -3.969 -1.067 -1.163 -0.465
O 1.614 -3.924 -2.567 2.940 -0.760 0.344
H 3.133 -5.121 -5.394 -0.693 0.352 0.047
H 3.020 -5.642 -3.709 0.073 0.023 -0.209
H 3.860 -4.203 -4.134 0.965 0.807 0.337
H 0.823 -4.600 -4.283 0.535 0.542 -0.354
H 1.673 -3.012 -4.391 -0.002 0.433 -0.437
H 0.843 -3.539 -2.183 -1.598 0.598 -0.081
C 2.550 3.037 -8.110 -0.448 -1.110 0.727
C 1.189 3.044 -7.393 1.399 2.183 -0.495
O 1.226 2.436 -6.185 -0.445 -1.545 3.443
H 3.323 3.575 -7.520 -0.333 -0.424 -0.713
H 2.348 3.423 -9.104 0.436 0.503 -0.052
H 2.788 1.951 -8.286 0.327 1.054 0.406
H 0.592 2.489 -8.037 -1.915 -0.548 -1.418
H 0.866 4.087 -7.216 -0.224 -0.236 -0.728
H 0.323 2.419 -5.705 1.215 0.016 -1.244
C -4.131 5.043 3.495 2.189 -0.439 1.546
C -2.739 4.944 2.847 0.615 0.634 0.710
O -2.710 3.745 2.046 -0.699 0.739 0.338
H -4.180 6.082 3.872 -0.552 -0.652 0.076
H -4.142 4.255 4.338 -0.317 1.550 -1.173
H -4.872 4.791 2.794 -1.196 -0.026 -0.825
H -2.019 4.934 3.739 -0.513 -0.330 -1.539
H -2.447 5.854 2.217 -0.559 -1.167 0.694
H -1.823 3.397 2.007 1.048 -0.083 0.260
C -5.276 2.992 -0.641 -0.903 -1.893 -0.562
C -3.823 2.613 -0.790 -1.238 -0.309 -1.859
O -3.047 3.758 -0.629 1.087 0.544 1.210
H -5.514 3.013 0.419 -0.365 0.512 0.076
H -5.928 2.177 -1.111 0.779 1.037 0.664
H -5.453 3.913 -1.197 -0.161 0.064 0.385
H -3.669 2.385 -1.842 -0.011 -0.633 -0.196
H -3.564 1.711 -0.244 0.417 0.154 0.557
H -3.032 3.975 0.334 0.123 0.030 -0.126
C -2.496 1.270 -7.123 0.155 1.770 -1.261
C -2.359 1.412 -5.662 0.236 -1.269 1.966
O -1.254 2.164 -5.167 0.674 0.768 0.072
H -2.689 2.301 -7.537 0.396 -0.922 0.072
H -3.418 0.729 -7.298 0.003 -0.412 -0.157
H -1.649 0.825 -7.646 -0.129 -0.077 0.060
H -2.314 0.429 -5.156 -0.120 0.160 -0.364
H -3.265 1.867 -5.343 -0.822 0.545 0.625
H -1.443 2.612 -4.309 -0.501 -0.428 -0.837
C 4.417 -1.984 5.498 -1.160 0.836 -0.851
C 3.024 -1.351 5.279 0.122 -1.168 3.565
O 2.799 -0.883 4.048 -0.231 0.031 -4.031
H 4.588 -2.744 4.755 0.185 -0.479 -0.143
H 4.494 -2.355 6.489 0.068 -0.575 0.874
H 5.164 -1.225 5.368 0.522 0.432 -0.123
H 2.918 -0.497 5.951 0.072 0.034 0.201
H 2.203 -2.037 5.622 0.602 0.137 -0.283
H 2.956 -1.621 3.389 -0.205 0.779 0.700
```
Forces are in eV/Å.

Computed properties:
Energy relative to the best compared isomer or geometry (same formula, charge and spin) (kcal per mole): 0.0
HOMO-LUMO gap (eV): 9.58
F_max (eV/A): 4.04
Calculated total energy (Ha): -4153.97213

=====

Entry from OMol25: CH3ClO2PS as an isolated structure at a distorted geometry (ωB97M-V with the def2-TZVPD basis set).

```
9
Properties=species:S:1:pos:R:3:forces:R:3
C -0.012 -0.394 0.208 -0.110 -3.094 1.420
O 3.320 0.134 2.742 0.199 -0.094 -0.419
O 0.581 1.766 1.955 3.095 -3.755 0.654
P 1.977 -0.002 2.158 -2.994 3.838 -0.610
S 1.748 -0.941 0.220 0.713 1.358 1.368
Cl 0.901 -1.250 3.448 -0.150 -0.123 -0.133
H -0.156 -0.367 -0.868 -0.938 0.135 0.138
H -0.266 0.484 0.871 0.846 -0.280 -0.879
H -0.359 -1.380 0.750 -0.660 2.015 -1.539
```
Forces are in eV/Å.

Computed properties:
Energy relative to the best compared isomer or geometry (same formula, charge and spin) (kcal per mole): 110.8
HOMO-LUMO gap (spin up / spin down) (eV): 7.62 / 7.62
F_max (eV/A): 4.91
Calculated total energy (Ha): -1390.12102
Charge: -1